[1]
C2H5NOS | ωB97M-V/def2-TZVPD

CARTESIAN COORDINATES (ANGSTROEM)
C: 0.7236 0.6099 0.3954
C: -0.3823 0.9435 -0.5116
H: 1.4634 -1.9463 0.1474
H: 1.3431 1.3417 1.0294
H: 0.1266 0.0016 1.3311
H: -0.8020 2.0848 -0.7487
H: -1.8060 -1.7985 -0.2144
N: -1.3106 0.1311 -0.8136
O: -1.0845 -1.0199 -0.0050
S: 1.7288 -0.3480 -0.6099

For the energy above the lowest of the compared OMol25 structures with the same formula, charge and spin, the calculation gives 133.8 kcal/mol.

[2]
C2H5NOS | ωB97M-V/def2-TZVPD

CARTESIAN COORDINATES (ANGSTROEM)
C: 1.4382 -0.4291 0.0980
C: 0.1583 -0.8390 0.0929
N: -2.0160 1.1910 -0.0947
O: 2.0953 0.7918 0.1907
S: -1.7378 -0.3238 0.1472
H: 2.1156 -1.1710 0.0283
H: 1.5195 1.4734 -0.0726
H: 0.1850 -1.8609 -0.0191
H: -1.8121 1.6700 0.7815
H: -1.9459 -0.5024 -1.1522

For the energy above the lowest of the compared OMol25 structures with the same formula, charge and spin, the calculation gives 107.3 kcal/mol.

[3]
C2H5NOS | ωB97M-V/def2-TZVPD

CARTESIAN COORDINATES (ANGSTROEM)
O: -0.7387 1.9975 -0.0788
C: -0.2484 1.0006 0.6717
C: 0.2578 -0.0902 -0.2049
N: -0.1056 -1.2566 0.1162
S: 0.4746 -2.5250 -0.9522
H: -0.1805 2.2142 -0.9557
H: -0.9472 0.7116 1.4098
H: 0.5662 1.3828 1.2882
H: 1.0031 0.1382 -1.0372
H: -0.0813 -3.5729 -0.2571

For the energy above the lowest of the compared OMol25 structures with the same formula, charge and spin, the calculation gives 55.5 kcal/mol. As for the structure (SMILES): OC/C=N/S.

[4]
C2H5NP2 | ωB97M-V/def2-TZVPD

CARTESIAN COORDINATES (ANGSTROEM)
N: -2.9692 -0.1075 0.7396
C: -2.0113 -0.0557 0.1091
C: -0.7112 0.0152 -0.5479
P: -0.2958 1.8174 -0.2751
P: 0.4994 -1.2291 0.1016
H: -0.8949 -0.2274 -1.6885
H: -0.1374 1.5234 1.0846
H: 1.1104 1.7847 -0.4768
H: -0.3575 -2.4164 -0.1953
H: 1.2246 -1.4304 -1.0354

For the energy above the lowest of the compared OMol25 structures with the same formula, charge and spin, the calculation gives 16.8 kcal/mol. As for the structure (SMILES): N#CC(P)P.

[5]
C2H5NS2 | ωB97M-V/def2-TZVPD

CARTESIAN COORDINATES (ANGSTROEM)
C: -0.3571 1.4443 -0.2348
C: -0.9325 -0.8849 0.4733
N: -0.9970 0.4191 0.0212
S: 2.8588 -0.0590 -0.0733
S: -2.6671 -0.3574 0.2331
H: -0.8247 2.2708 -0.5715
H: -0.6265 -1.6576 -0.2048
H: -0.4607 -1.1744 1.3858
H: 1.7659 -0.8201 -0.1772
H: 2.2409 0.8193 -0.8519

For the energy above the lowest of the compared OMol25 structures with the same formula, charge and spin, the calculation gives 106.2 kcal/mol.

[6]
C2H5NS2 | ωB97M-V/def2-TZVPD

CARTESIAN COORDINATES (ANGSTROEM)
C: 1.1273 0.7578 0.0959
C: -0.3398 0.5253 -0.3857
H: 1.5708 -1.5968 0.4964
H: 0.9281 0.6857 1.1720
H: 1.6667 1.5617 -0.3282
H: -0.5772 0.6265 -1.4606
H: -3.0337 -1.2870 0.6611
N: -1.0582 -0.1966 0.3542
S: 2.2576 -0.6807 -0.2939
S: -2.5415 -0.3960 -0.3110

For the energy above the lowest of the compared OMol25 structures with the same formula, charge and spin, the calculation gives 42.6 kcal/mol.

[7]
C2H5NS2 | ωB97M-V/def2-TZVPD

CARTESIAN COORDINATES (ANGSTROEM)
C: 1.7543 0.5461 0.0200
C: -2.0262 -0.3065 -0.3323
H: 1.2359 1.4994 0.8729
H: 2.6001 1.2433 -1.4066
H: 3.0157 -0.2360 0.5774
H: -1.2016 -0.9172 1.5501
H: -1.2684 -0.3927 -1.3921
N: -0.9663 -0.5578 0.5405
S: 0.4623 -0.8456 -0.3048
S: -3.6057 -0.0329 -0.1251

For the energy above the lowest of the compared OMol25 structures with the same formula, charge and spin, the calculation gives 185.2 kcal/mol.

[8]
C2H5NS2 | ωB97M-V/def2-TZVPD

CARTESIAN COORDINATES (ANGSTROEM)
C: -1.4044 0.4388 0.0567
C: 1.5121 -0.7856 0.1733
N: 0.5139 -0.7853 -0.6040
S: -1.8053 0.3948 -1.4642
S: -0.6674 1.8003 0.8275
H: -1.5959 -0.3441 0.7752
H: 2.1449 0.0574 0.3251
H: 1.5601 -1.4338 1.0575
H: 0.0437 -1.6714 -0.7928
H: -0.3017 2.3290 -0.3542

For the energy above the lowest of the compared OMol25 structures with the same formula, charge and spin, the calculation gives 37.9 kcal/mol. Its expectation value of S² is 2.01. The spin multiplicity is 3.

[9]
C2H5NS3 | ωB97M-V/def2-TZVPD

CARTESIAN COORDINATES (ANGSTROEM)
C: 0.6345 -2.1369 0.2878
C: 0.0078 0.5798 -0.3581
H: 1.9798 -2.7180 0.8481
H: -0.5385 -3.0996 0.7270
H: 0.7816 -2.0570 -1.2051
H: -0.3272 1.6942 1.3366
H: -2.0347 3.1110 -0.7274
N: -0.5403 1.5583 0.3811
S: 0.7119 -0.4343 0.8635
S: 0.1039 0.4931 -1.9538
S: -0.7789 3.0093 -0.1998

For the energy above the lowest of the compared OMol25 structures with the same formula, charge and spin, the calculation gives 134.9 kcal/mol.

[10]
C2H5NSi | ωB97M-V/def2-TZVPD

CARTESIAN COORDINATES (ANGSTROEM)
N: -0.0010 -1.3097 -1.4136
Si: 1.3395 -1.2085 -0.5444
H: -0.5387 -2.0337 -2.0508
H: 2.5426 -2.0424 -0.3689
H: 1.3996 0.0518 0.2307
C: -1.1290 2.0046 1.5135
C: -1.0719 1.2906 0.5423
H: -1.1943 2.4024 2.4570
H: -1.3468 0.8448 -0.3657

For the energy above the lowest of the compared OMol25 structures with the same formula, charge and spin, the calculation gives 74.0 kcal/mol. As for the structure (SMILES): N=[SiH2].C#C.

[11]
C2H5O | ωB97M-V/def2-TZVPD

CARTESIAN COORDINATES (ANGSTROEM)
O: -0.9421 -0.5161 1.7931
H: -0.9653 0.2545 2.2607
C: 1.1813 0.2550 -1.2145
C: -0.1361 0.1419 -0.8698
H: 2.1187 0.0353 -0.8882
H: 1.4328 0.8563 -2.1793
H: -0.4306 -0.1039 0.3341
H: -0.8897 0.7048 -1.3657

For the energy above the lowest of the compared OMol25 structures with the same formula, charge and spin, the calculation gives 39.2 kcal/mol. As for the charge: -1.

[12]
C2H5O2 | ωB97M-V/def2-TZVPD

CARTESIAN COORDINATES (ANGSTROEM)
C: 0.3292 2.3552 -0.7871
O: 0.1422 1.0837 -0.3594
H: 0.8073 3.0290 -0.0310
H: 0.9872 2.4382 -1.6880
H: -0.6148 2.8859 -1.0741
O: -0.3748 -2.6040 0.9138
C: -0.1961 -1.5080 0.4220
H: 0.7155 -0.9229 0.5796
H: -0.9739 -0.9616 -0.1193

For the energy above the lowest of the compared OMol25 structures with the same formula, charge and spin, the calculation gives 56.7 kcal/mol. As for the charge: -1.

DFT total energy? In order: -607.1936, -607.2358, -607.3184, -816.6015, -930.1702, -930.2715, -930.0442, -930.1510, -1328.2827, -423.3007, -154.3506, -229.6348 Ha.